Record 1
# CHO5S2

An isolated ion of composition CHO5S2 and charge -1 in a non-equilibrium geometry (ωB97M-V/def2-TZVPD, OMol25).

Last column: natural (NBO) charge in e.
CARTESIAN COORDINATES (ANGSTROEM)
C (0.935, -0.440, 0.681)  -0.9928
O (-1.031, 0.541, -0.586)  -0.8720
O (1.365, 1.533, -1.108)  -0.9425
O (0.409, 2.107, 1.064)  -0.9276
O (-2.029, -1.195, 0.894)  -0.9328
O (-0.755, -1.935, -0.896)  -0.9733
S (0.517, 1.078, 0.021)  2.1979
S (-0.873, -0.967, 0.112)  2.2434
H (1.462, -0.721, -0.182)  0.1997

Output
**Net charge**: -1
**E**: -32959.7470 eV
**Orbital gap**: 9.07 eV
**LUMO**: 3.729 eV

***

Record 2
# CHOP3

A single CHOP3 molecule in a non-equilibrium geometry (ωB97M-V/def2-TZVPD, OMol25).

Last column: natural (NBO) charge in e.
CARTESIAN COORDINATES (ANGSTROEM)
C (1.033, -0.050, -0.012)  -0.9718
O (-1.243, 1.014, 0.010)  -1.0509
P (0.321, 1.462, -0.012)  1.0434
P (-0.274, -1.689, -0.016)  0.1188
P (-1.923, -0.480, 0.023)  0.6265
H (2.086, -0.258, 0.008)  0.2340

Output
**E**: -30966.2349 eV
**Orbital gap**: 8.65 eV
**LUMO**: -0.536 eV

***

Record 3
# CHOPS

A single CHOPS molecule in a non-equilibrium geometry (ωB97M-V/def2-TZVPD, OMol25).

Last column: natural (NBO) charge in e.
CARTESIAN COORDINATES (ANGSTROEM)
C (0.058, -0.170, -0.695)  0.1317
O (0.320, 0.718, -1.465)  -0.4901
P (-1.194, 0.220, 0.621)  0.5711
S (0.220, 0.194, 2.002)  -0.3366
H (0.597, -0.962, -0.463)  0.1240

Output
**E**: -23223.0001 eV
**Orbital gap**: 7.18 eV
**SMILES string**: O=CP=S
**LUMO**: -1.939 eV

***

Record 4
# CLiNaO2

CLiNaO2 as an isolated structure (ωB97M-V/def2-TZVPD, OMol25).

Last column: Mulliken spin population.
CARTESIAN COORDINATES (ANGSTROEM)
O (-3.641, -0.120, 1.018)  0.0000
C (-2.546, -0.023, 0.791)  -0.0006
O (2.168, 0.066, -0.743)  1.0033
Li (3.690, 0.125, -1.721)  -0.0024
Na (0.329, -0.049, 0.654)  -0.0003

Output
**Net charge**: +1
**Multiplicity**: 2
**E**: -9746.7188 eV
**Orbital gap (spin up / spin down)**: 10.60 / 8.98 eV
**LUMO (spin up / spin down)**: -3.788 / -4.562 eV

***

Record 5
# CN2O

A single CN2O molecule in a non-equilibrium geometry (ωB97M-V/def2-TZVPD, OMol25).

Last column: natural (NBO) charge in e.
CARTESIAN COORDINATES (ANGSTROEM)
C (-0.124, -0.250, -0.545)  0.2105
N (-0.702, -0.617, -1.490)  -0.2972
N (0.750, 0.262, 0.731)  0.2323
O (0.111, 0.738, 1.592)  -0.1455

Output
**E**: -6060.4986 eV
**Orbital gap**: 9.43 eV
**SMILES string**: N#CN=O
**LUMO**: -1.935 eV

***

Record 6
# CN2O4S

CN2O4S as an isolated structure in a non-equilibrium geometry (ωB97M-V/def2-TZVPD, OMol25).

Last column: Mulliken spin population.
CARTESIAN COORDINATES (ANGSTROEM)
C (2.796, 0.716, -0.376)  -0.0226
N (1.858, 0.007, -0.227)  0.6282
N (-2.054, 0.724, -0.716)  0.5850
O (3.867, 1.198, -0.519)  0.3960
O (-1.230, 0.925, -1.440)  0.3074
O (-1.882, -1.025, 2.281)  0.0515
O (-1.921, -0.932, -0.090)  -0.0284
S (-1.434, -1.613, 1.086)  0.0828

Output
**Multiplicity**: 3
**E**: -23035.7701 eV
**Orbital gap (spin up / spin down)**: 5.83 / 7.49 eV
**LUMO (spin up / spin down)**: -1.431 / -3.920 eV

***

Record 7
# CN3O2S

A 2-piece molecular cluster, CN3O2S overall in a non-equilibrium geometry (ωB97M-V/def2-TZVPD, OMol25).

Last column: natural (NBO) charge in e.
CARTESIAN COORDINATES (ANGSTROEM)
C (-3.357, -0.497, 0.179)  0.0038
N (-3.908, -1.518, 0.253)  -0.4200
N (1.503, 0.768, 0.348)  -0.0543
N (2.531, 0.350, -0.114)  0.4593
O (3.716, 0.499, 0.180)  -0.4924
O (2.101, -0.543, -0.958)  -0.4307
S (-2.586, 0.941, 0.113)  -0.0659

Output
**Net charge**: -1
**E**: -20432.0614 eV
**Orbital gap (spin up / spin down)**: 8.31 / 2.96 eV
**LUMO (spin up / spin down)**: 2.605 / -0.719 eV

***

Record 8
# CN4

A single CN4 molecule in a non-equilibrium geometry (ωB97M-V/def2-TZVPD, OMol25).

Last column: Mulliken spin population.
CARTESIAN COORDINATES (ANGSTROEM)
C (0.422, 0.070, -0.245)  0.6661
N (-0.884, -0.370, -0.388)  0.1969
N (-1.885, -0.660, -0.931)  0.8383
N (1.081, 1.066, 0.702)  0.2550
N (1.267, -0.107, 0.861)  0.0437

Output
**Multiplicity**: 3
**E**: -6989.7491 eV
**Orbital gap (spin up / spin down)**: 6.97 / 8.40 eV
**LUMO (spin up / spin down)**: -0.207 / -2.295 eV

***

Record 9
# CN4OS

A 2-piece molecular cluster, CN4OS overall in a non-equilibrium geometry (ωB97M-V/def2-TZVPD, OMol25).

Last column: natural (NBO) charge in e.
CARTESIAN COORDINATES (ANGSTROEM)
C (1.154, -0.179, -0.643)  0.0299
N (-1.263, -0.254, 0.587)  -0.5278
N (0.901, -0.473, -1.740)  -0.5216
N (-2.290, 0.129, 0.170)  0.1683
N (-3.348, 0.407, -0.215)  -0.6175
O (3.164, -0.025, 0.987)  -1.1151
S (1.681, 0.394, 0.854)  0.5837

Output
**Net charge**: -2
**E**: -19876.5188 eV
**Orbital gap**: 5.45 eV
**LUMO**: 6.422 eV

***

Record 10
# CN5O

A 2-piece molecular cluster, CN5O overall in a non-equilibrium geometry (ωB97M-V/def2-TZVPD, OMol25).

Last column: natural (NBO) charge in e.
CARTESIAN COORDINATES (ANGSTROEM)
C (0.192, -0.112, -0.030)  0.2916
N (-1.066, 0.227, -0.233)  -0.4262
N (0.362, -0.944, 0.941)  -0.4228
N (-1.703, -0.523, 0.642)  -0.1645
N (-0.861, -1.205, 1.327)  -0.1726
N (1.691, 0.873, -0.904)  0.1725
O (1.386, 1.684, -1.743)  -0.2781

Output
**Net charge**: -1
**E**: -10531.2626 eV
**Orbital gap (spin up / spin down)**: 8.34 / 8.34 eV
**LUMO (spin up / spin down)**: 3.455 / 3.456 eV

***

Record 11
# CN6O2

A 2-piece molecular cluster, CN6O2 overall in a non-equilibrium geometry (ωB97M-V/def2-TZVPD, OMol25).

Last column: natural (NBO) charge in e.
CARTESIAN COORDINATES (ANGSTROEM)
C (0.224, -1.610, -0.010)  0.4799
N (-3.289, 1.491, 0.246)  -0.6829
N (-0.150, -2.692, 0.096)  -0.5698
N (-1.099, 0.713, 0.094)  -0.4720
N (-2.141, 1.161, 0.226)  0.1698
N (0.832, -0.660, -0.594)  -0.4420
N (1.605, 0.262, -0.175)  0.6267
O (1.844, 0.287, 1.079)  -0.5749
O (2.174, 1.048, -0.962)  -0.5346

Output
**Net charge**: -2
**E**: -14066.1573 eV
**Orbital gap**: 6.58 eV
**LUMO**: 7.118 eV

***

Record 12
# CNO3S2

CNO3S2 as an isolated structure in a non-equilibrium geometry (ωB97M-V/def2-TZVPD, OMol25).

Last column: natural (NBO) charge in e.
CARTESIAN COORDINATES (ANGSTROEM)
C (-0.394, -0.256, 0.155)  0.8239
N (0.647, 0.226, -0.131)  -0.8325
O (2.399, 0.669, 1.377)  -0.9237
O (2.590, 1.315, -1.040)  -0.9058
O (-1.570, -0.496, 0.328)  -0.6351
S (2.052, -1.560, -0.279)  -0.5957
S (2.387, 0.345, 0.029)  2.0689

Output
**Net charge**: -1
**E**: -30339.2734 eV
**Orbital gap**: 7.00 eV
**LUMO**: 3.526 eV